DFT (ωB97M-V with the def2-TZVPD basis set) results for C5H5ClN2 in the gas phase in a non-equilibrium geometry.

## Properties
- total charge = 0
- orbital gap (spin up / spin down) (eV) = 8.2 / 8.2
- energy (Eh) = -762.9592
- relative energy (zero: lowest compared OMol25 entry of this formula, charge and spin) (kJ/mol) = 665.60
- HOMO level (spin up / spin down) (eV) = -8.4 / -8.4

Structure (XYZ):
```
13
Properties=species:S:1:pos:R:3:mulliken_charge:R:1
C -0.895 0.191 -0.710 -0.24
C -0.595 -0.686 0.274 0.72
C -3.033 -0.065 0.618 -0.27
C 0.165 1.143 -0.588 -0.37
C 0.816 -0.211 0.004 -0.45
N -1.245 -1.608 0.871 -0.86
N -2.627 -1.279 0.918 0.24
Cl -4.744 0.092 0.918 -0.16
H 0.467 1.512 -1.501 0.25
H 0.068 1.689 0.214 0.30
H 1.421 0.044 0.871 0.29
H 1.309 -0.926 -0.643 0.25
H -3.143 -2.027 1.469 0.30
```

=====

DFT (ωB97M-V with the def2-TZVPD basis set) results for a molecular structure, C37H69Ge2N4O3Si2TeV in a non-equilibrium geometry.

## Properties
- total charge = -1
- orbital gap (spin up / spin down) (eV) = 3.4 / 5.5
- energy (Eh) = -7840.5066
- relative energy (zero: lowest compared OMol25 entry of this formula, charge and spin) (kJ/mol) = 0.00
- HOMO level (spin up / spin down) (eV) = -1.2 / -3.3
- spin multiplicity = 4

Structure (XYZ):
```
119
Properties=species:S:1:pos:R:3:mulliken_charge:R:1
V 0.780 -2.054 -1.554 0.30
C -1.391 3.031 -0.361 -1.04
C -1.778 1.881 0.581 0.04
Ge -0.534 1.570 2.098 0.15
C -1.726 0.475 3.342 -0.76
C -1.004 -0.047 4.556 -0.48
C -0.600 3.456 2.896 -0.42
C 0.356 3.525 3.865 -0.38
Ge 1.591 1.951 3.343 -0.07
C 2.254 0.997 4.975 -0.68
C 1.910 1.699 6.248 -0.99
C 3.055 3.032 2.269 -0.38
C 4.431 2.928 2.955 -1.30
C 0.488 4.489 4.978 0.59
C 1.762 4.989 5.281 0.05
C 1.938 5.887 6.325 -0.57
C 0.838 6.227 7.109 -0.38
C -0.439 5.716 6.820 -0.59
C -0.604 4.842 5.731 -0.54
H -1.311 2.596 -1.382 0.31
H -0.379 3.437 -0.193 0.18
H -2.164 3.857 -0.398 0.29
H -1.844 0.924 0.013 -0.19
H -2.794 2.023 1.026 0.50
H -2.125 -0.270 2.654 0.45
H -2.528 1.211 3.606 0.46
H -0.473 -1.023 4.411 0.17
H -1.766 -0.292 5.317 0.43
H -0.259 0.632 5.034 -0.41
H -1.133 4.325 2.470 0.27
H 3.337 0.961 4.769 0.68
H 1.863 -0.048 4.892 0.27
H 2.157 2.766 6.296 0.24
H 2.435 1.143 7.070 0.33
H 0.827 1.546 6.435 0.28
H 2.575 4.057 2.189 0.46
H 3.111 2.586 1.241 0.23
H 4.409 2.894 4.064 0.31
H 5.144 3.739 2.643 0.33
H 4.935 2.000 2.612 0.29
H 2.640 4.598 4.698 0.23
H 2.944 6.236 6.495 0.42
H 0.919 6.905 7.977 0.33
H -1.299 5.815 7.524 0.30
H -1.587 4.427 5.490 0.39
O -0.563 -1.846 -0.038 0.24
O -1.870 -2.169 -0.187 -0.42
C -0.704 -2.552 -2.894 -0.86
H -0.563 -1.844 -3.732 0.20
H -0.750 -3.549 -3.283 0.73
N 1.215 -0.139 -2.112 -0.67
C 1.491 0.989 -2.386 0.15
N 2.109 2.062 -2.698 0.24
C 3.585 2.046 -3.025 -0.71
C 4.025 3.065 -4.106 -0.72
C 3.456 4.505 -3.833 -0.66
C 2.019 4.511 -3.299 -0.94
C 1.567 3.416 -2.326 0.03
H 3.717 1.019 -3.456 0.38
H 4.155 2.110 -2.092 0.28
H 3.702 2.776 -5.169 0.26
H 5.125 3.053 -4.193 0.37
H 3.386 5.026 -4.788 0.28
H 4.204 5.093 -3.271 0.34
H 1.299 4.543 -4.166 0.34
H 1.841 5.499 -2.870 0.38
H 0.489 3.307 -2.532 0.17
H 1.730 3.677 -1.260 0.03
C 1.563 -5.233 -1.244 -1.42
C 1.662 -3.791 -1.617 1.18
O 2.669 -3.313 -2.135 -0.80
H 2.187 -5.752 -1.954 0.42
H 0.526 -5.592 -1.294 0.16
H 1.951 -5.379 -0.212 0.23
C -2.774 -0.215 -5.275 -0.93
Si -3.422 -1.939 -5.592 0.46
C -2.130 -3.164 -6.367 -1.16
C -4.754 -1.799 -6.946 -1.22
C -4.064 -2.782 -4.003 -0.79
Te -2.727 -2.255 -2.124 0.22
C -2.515 -4.467 -1.745 -0.64
Si -3.995 -5.102 -0.882 0.36
C -4.788 -3.622 -0.055 -1.18
C -4.910 -6.002 -2.314 -1.14
C -3.337 -6.291 0.366 -1.11
H -3.555 0.394 -4.852 0.32
H -2.599 0.320 -6.223 0.36
H -1.908 -0.277 -4.683 0.20
H -2.467 -4.165 -6.200 0.31
H -1.072 -3.086 -6.048 0.30
H -2.146 -2.931 -7.435 0.39
H -4.747 -0.856 -7.509 0.30
H -5.760 -1.946 -6.528 0.33
H -4.556 -2.648 -7.627 0.29
H -4.117 -3.870 -3.951 0.08
H -5.018 -2.389 -3.639 0.39
H -1.584 -4.593 -1.224 0.17
H -2.530 -4.990 -2.720 0.53
H -5.042 -2.882 -0.779 0.34
H -4.205 -3.071 0.691 0.19
H -5.694 -3.943 0.436 0.50
H -5.385 -5.342 -3.022 0.37
H -5.725 -6.625 -1.815 0.33
H -4.323 -6.728 -2.921 0.34
H -3.008 -5.754 1.264 0.25
H -2.606 -6.933 -0.091 0.34
H -4.178 -6.973 0.634 0.34
C 4.205 -0.909 0.055 -1.05
C 3.264 -1.417 1.064 0.23
N 1.984 -1.713 0.789 0.42
C 1.472 -2.369 1.904 -0.42
C 2.417 -2.361 2.894 -1.07
N 3.584 -1.871 2.321 0.04
H 4.240 0.192 0.076 0.04
H 3.855 -1.228 -0.900 0.07
H 5.213 -1.363 0.182 0.45
H 0.410 -2.643 1.937 0.43
H 2.323 -2.814 3.859 0.49
H 4.491 -1.751 2.762 0.19
```

=====

DFT (ωB97M-V with the def2-TZVPD basis set) results for C2H2FN3S in the gas phase in a non-equilibrium geometry.

## Properties
- SMILES string = FC1=NN=N[C@@H]1S
- total charge = 0
- orbital gap (eV) = 9.0
- energy (Eh) = -739.5892
- relative energy (zero: lowest compared OMol25 entry of this formula, charge and spin) (kJ/mol) = 282.83
- HOMO level (eV) = -10.3

Structure (XYZ):
```
9
Properties=species:S:1:pos:R:3:mulliken_charge:R:1
C 0.384 -0.252 -0.234 -0.15
C -0.501 1.108 -0.408 0.52
N -0.700 -1.092 0.257 0.00
N -1.701 0.793 -0.180 -0.20
N -1.778 -0.476 0.337 -0.28
F -0.152 2.272 -0.875 -0.21
S 2.088 -1.115 0.603 -0.08
H 0.687 -0.520 -1.198 0.27
H 1.673 -0.718 1.700 0.14
```

=====

DFT (ωB97M-V with the def2-TZVPD basis set) results for 7 unconnected molecules or ions with the total composition C26H43B2IO20.

## Properties
- SMILES string = COCCCB(C[C@H](C)I)B(C)O.O=C1OCCO1.O=C1OCCO1.O=C1OCCO1.O=C1OCCO1.O=C1OCCO1.O=C1OCCO1
- total charge = 0
- orbital gap (eV) = 9.8
- energy (Eh) = -2868.7939
- HOMO level (eV) = -9.7

Structure (XYZ):
```
92
Properties=species:S:1:pos:R:3:mulliken_charge:R:1
C -0.376 2.024 4.833 -0.76
O -0.420 2.076 3.418 -0.35
C -0.882 3.298 2.861 -0.41
C -1.597 3.031 1.537 -0.89
C -3.128 2.980 1.697 -0.69
B -3.627 1.809 2.640 -0.21
C -3.063 0.367 2.362 -0.88
C -3.651 -0.822 3.117 -0.15
C -2.693 -2.001 3.180 -1.34
I -5.463 -1.461 2.119 -0.02
B -4.708 2.252 3.886 0.70
C -6.243 1.912 3.970 -0.98
O -4.147 3.012 4.895 -0.60
H -0.575 3.000 5.280 0.37
H 0.611 1.688 5.154 0.29
H -1.125 1.318 5.203 0.20
H -0.030 3.967 2.681 0.45
H -1.557 3.808 3.556 0.40
H -1.233 2.082 1.138 0.33
H -1.324 3.811 0.823 0.45
H -3.471 3.962 2.035 0.35
H -3.582 2.804 0.712 0.33
H -3.118 0.170 1.283 0.52
H -1.986 0.403 2.580 0.35
H -3.965 -0.533 4.119 0.35
H -2.207 -2.139 2.212 0.28
H -1.908 -1.782 3.909 0.35
H -3.176 -2.936 3.458 0.45
H -6.370 1.160 4.758 0.30
H -6.829 2.783 4.286 0.35
H -6.688 1.522 3.056 0.27
H -4.755 3.639 5.290 0.27
C -3.676 -5.015 1.338 0.06
C -4.263 -6.216 0.619 -0.37
O -3.275 -7.226 0.873 -0.32
C -2.596 -6.891 1.990 0.66
O -1.818 -7.597 2.551 -0.56
O -2.907 -5.638 2.378 -0.28
H -4.397 -4.337 1.782 -0.03
H -2.998 -4.446 0.699 0.23
H -5.211 -6.539 1.051 0.28
H -4.371 -6.083 -0.453 0.30
C 1.757 -7.937 1.424 -0.33
C 1.236 -6.912 2.412 0.05
O 2.282 -5.925 2.395 -0.34
C 2.943 -6.022 1.228 0.61
O 3.746 -5.232 0.838 -0.54
O 2.568 -7.131 0.555 -0.33
H 0.977 -8.427 0.848 0.27
H 2.394 -8.686 1.895 0.24
H 0.311 -6.447 2.078 -0.01
H 1.102 -7.288 3.420 0.33
C 3.145 3.974 2.225 0.00
C 4.140 3.268 1.321 -0.38
O 3.830 3.839 0.042 -0.33
C 3.235 5.036 0.236 0.71
O 2.989 5.815 -0.630 -0.54
O 2.940 5.216 1.540 -0.33
H 3.514 4.164 3.229 0.34
H 2.191 3.445 2.276 -0.02
H 5.175 3.507 1.570 0.27
H 4.013 2.191 1.276 0.30
C 6.566 -4.638 -1.994 -0.28
C 6.000 -3.663 -0.980 -0.15
O 7.012 -2.647 -0.947 -0.33
C 7.702 -2.684 -2.109 0.63
O 8.491 -1.868 -2.458 -0.52
O 7.365 -3.786 -2.822 -0.33
H 5.813 -5.133 -2.600 0.27
H 7.214 -5.385 -1.532 0.27
H 5.064 -3.213 -1.316 0.21
H 5.859 -4.084 0.010 0.25
C 1.202 4.050 -2.882 0.14
C 1.482 5.192 -3.839 -0.28
O 0.632 4.864 -4.950 -0.33
C -0.372 4.074 -4.504 0.65
O -1.327 3.772 -5.147 -0.55
O -0.138 3.679 -3.237 -0.34
H 1.241 4.343 -1.839 -0.14
H 1.856 3.193 -3.052 0.25
H 1.172 6.155 -3.433 0.28
H 2.514 5.250 -4.171 0.30
C 0.182 4.378 -8.797 -0.24
C -0.018 2.965 -8.284 -0.10
O -0.772 2.366 -9.344 -0.35
C -0.537 3.053 -10.485 0.62
O -0.879 2.709 -11.569 -0.52
O 0.146 4.192 -10.217 -0.35
H 1.131 4.825 -8.513 0.29
H -0.636 5.039 -8.506 0.25
H 0.925 2.424 -8.181 0.24
H -0.578 2.917 -7.354 0.15
```

=====

DFT (ωB97M-V with the def2-TZVPD basis set) results for C16H20N4O2S2 in the gas phase in a non-equilibrium geometry.

## Properties
- SMILES string = CCOc1ccccc1Nc1nnc(SCC(=O)N2CCCC2)s1
- total charge = 0
- orbital gap (eV) = 8.4
- energy (Eh) = -1787.5669
- relative energy (zero: lowest compared OMol25 entry of this formula, charge and spin) (kJ/mol) = 180.90
- HOMO level (eV) = -7.9

Structure (XYZ):
```
44
Properties=species:S:1:pos:R:3:mulliken_charge:R:1
C 6.394 1.114 -0.884 -1.28
C 5.094 1.651 -0.297 -0.16
O 4.597 0.880 0.790 -0.59
C 4.090 -0.364 0.443 0.40
C 4.892 -1.492 0.425 -0.39
C 4.353 -2.723 0.089 -0.53
C 3.011 -2.825 -0.233 -0.70
C 2.192 -1.711 -0.200 -0.49
C 2.721 -0.474 0.148 0.07
N 1.970 0.692 0.237 0.00
C 0.655 0.859 0.008 0.38
N -0.184 -0.021 -0.422 -0.52
N -1.422 0.440 -0.578 -0.06
C -1.569 1.678 -0.268 0.32
S -3.062 2.540 -0.345 -0.14
C -4.167 1.124 -0.643 -0.53
H -3.961 0.733 -1.635 0.34
C -3.976 0.106 0.481 0.40
O -4.008 0.455 1.646 -0.67
N -3.806 -1.173 0.116 0.13
C -3.607 -1.697 -1.225 -0.55
C -3.318 -3.182 -1.006 -0.75
H -2.685 -3.593 -1.789 0.35
C -2.652 -3.193 0.367 -0.26
C -3.483 -2.168 1.127 -0.73
H -2.954 -1.690 1.952 0.37
H -4.406 -2.612 1.517 0.30
H -2.662 -4.173 0.839 0.37
H -1.622 -2.845 0.283 0.02
H -4.250 -3.749 -0.973 0.33
H -4.494 -1.539 -1.844 0.34
H -2.742 -1.205 -1.684 0.32
H -5.173 1.540 -0.593 0.37
S -0.085 2.459 0.274 -0.27
H 2.477 1.478 0.625 0.29
H 1.143 -1.778 -0.436 0.57
H 2.592 -3.782 -0.503 0.40
H 4.984 -3.598 0.076 0.38
H 5.935 -1.398 0.684 0.49
H 4.334 1.722 -1.088 0.26
H 5.256 2.645 0.129 0.35
H 6.761 1.805 -1.637 0.41
H 6.232 0.144 -1.348 0.37
H 7.143 1.012 -0.103 0.29
```

=====

DFT (ωB97M-V with the def2-TZVPD basis set) results for C3H5BrS in the gas phase in a non-equilibrium geometry.

## Properties
- total charge = 0
- orbital gap (eV) = 8.5
- energy (Eh) = -3089.3959
- relative energy (zero: lowest compared OMol25 entry of this formula, charge and spin) (kJ/mol) = 244.54
- HOMO level (eV) = -8.3

Structure (XYZ):
```
10
Properties=species:S:1:pos:R:3:mulliken_charge:R:1
C 0.439 0.780 0.138 -0.81
C 1.029 -0.588 0.443 -0.36
C -1.248 -0.262 -0.640 -0.31
S -0.441 -1.683 0.088 -0.11
Br -2.829 0.480 0.093 -0.10
H 0.120 1.460 0.934 0.32
H 0.933 1.264 -0.668 0.29
H 1.733 -0.922 -0.254 0.36
H 1.230 -0.562 1.495 0.30
H -0.966 0.032 -1.630 0.42
```

=====

DFT (ωB97M-V with the def2-TZVPD basis set) results for a molecular structure, C6H14O3Sm in a non-equilibrium geometry.

## Properties
- total charge = +2
- orbital gap (spin up / spin down) (eV) = 7.8 / 10.9
- energy (Eh) = -1120.0216
- relative energy (zero: lowest compared OMol25 entry of this formula, charge and spin) (kJ/mol) = 65.99
- HOMO level (spin up / spin down) (eV) = -15.1 / -18.2
- spin multiplicity = 7

Structure (XYZ):
```
24
Properties=species:S:1:pos:R:3:mulliken_charge:R:1
H 2.960 1.659 -2.837 0.17
C 1.713 1.332 -4.788 -0.90
H 1.328 1.342 -5.816 0.32
H 2.037 0.294 -4.661 0.39
H 2.369 2.212 -4.769 0.47
C 2.970 1.783 -1.563 -0.68
O 1.663 1.930 -1.103 -0.30
C 1.280 3.292 -0.817 -0.39
C -0.226 3.397 -0.725 -0.68
O -0.864 2.653 -1.766 -0.38
C -1.227 3.251 -3.022 -0.63
C -0.197 2.873 -4.069 -0.16
O 0.301 1.542 -3.924 -0.41
H 3.548 2.706 -1.427 0.37
H 3.432 0.893 -1.122 0.31
H 1.641 3.932 -1.636 0.42
H 1.753 3.591 0.127 0.50
H -0.536 4.447 -0.797 0.36
H -0.577 2.956 0.215 0.30
H -1.284 4.340 -2.912 0.37
H -2.229 2.892 -3.285 0.31
H 0.673 3.527 -3.886 0.25
H -0.575 3.062 -5.083 0.51
Sm -0.084 0.593 -2.078 1.48
```

=====

DFT (ωB97M-V with the def2-TZVPD basis set) results for 2 unconnected molecules or ions with the total composition C4H11NO in a non-equilibrium geometry.

## Properties
- SMILES string = C1CCNC1.O
- total charge = 0
- orbital gap (eV) = 9.8
- energy (Eh) = -288.9104
- relative energy (zero: lowest compared OMol25 entry of this formula, charge and spin) (kJ/mol) = 280.01
- HOMO level (eV) = -9.1

Structure (XYZ):
```
17
Properties=species:S:1:pos:R:3:mulliken_charge:R:1
N -2.071 1.122 0.295 -0.51
C -1.516 -0.181 0.110 -0.46
C -0.198 -0.389 1.176 -0.44
C 0.149 1.069 1.534 -0.47
C -0.998 1.979 1.037 -0.52
H -2.789 0.947 1.087 0.33
H -2.263 -0.970 0.365 0.26
H -1.072 -0.448 -0.909 0.24
H -0.318 -1.235 1.910 0.35
H 0.792 -0.575 0.628 0.14
H 0.213 1.299 2.575 0.25
H 1.081 1.402 1.015 0.31
H -1.708 2.472 1.864 0.20
H -0.666 2.904 0.603 0.31
H 3.511 -3.514 -5.161 0.34
H 3.665 -2.628 -3.794 0.32
O 4.186 -3.255 -4.335 -0.66
```